1.
Here is C24H32N6O in the gas phase from the OMol25 dataset. Energies are from ωB97M-V/def2-TZVPD.

Geometry as XYZ:
```
63
Properties=species:S:1:pos:R:3:forces:R:3
C 8.5774 1.0602 1.0697 -0.1 -0.2 0.0
H 8.9335 1.2564 0.0618 0.0 0.0 -0.1
H 9.4304 0.8490 1.7085 0.1 0.0 0.1
H 8.0749 1.9509 1.4402 0.0 0.1 0.0
C 7.6222 -0.1312 1.0617 0.6 0.1 0.2
N 6.4926 0.1088 0.2053 -0.5 0.1 0.0
C 5.3900 0.8331 0.4817 -0.2 0.0 -0.3
C 4.6105 0.8447 -0.6581 0.1 0.1 0.2
C 5.3517 0.0806 -1.5767 0.0 0.2 0.3
N 6.4785 -0.3468 -1.0420 0.6 -0.5 -0.4
H 5.1085 -0.1635 -2.5918 0.0 -0.1 -0.2
C 3.2597 1.4615 -0.8477 0.0 0.0 0.0
N 2.1368 0.5664 -0.6029 -0.1 0.1 -0.1
C 2.0458 0.1437 0.7855 0.0 0.0 0.1
C 0.9700 -0.9341 0.9532 -0.1 0.2 -0.1
H 0.4770 -0.8358 1.9194 0.0 -0.1 0.0
H 1.3988 -1.9340 0.9039 0.0 0.0 0.0
C -0.0499 -0.7929 -0.1724 0.5 0.0 -0.1
N -1.1808 -1.6567 0.0530 -0.8 0.2 -0.2
C -2.4584 -1.4992 -0.3768 -0.1 -0.5 0.1
C -3.1648 -2.6135 0.0293 -0.1 0.1 -0.2
C -2.2148 -3.3955 0.6952 0.1 0.3 -0.1
N -1.0312 -2.8180 0.6993 0.6 -0.5 0.4
H -2.3502 -4.3488 1.1658 0.0 -0.2 0.1
H -4.2010 -2.8118 -0.1365 -0.2 0.0 -0.1
N -2.8579 -0.3695 -1.0747 0.5 0.0 0.0
C -4.1491 -0.0833 -1.4170 0.3 0.3 -0.4
O -5.0680 -0.8520 -1.2547 -0.2 -0.2 0.1
C -4.3367 1.2799 -2.0640 -0.4 0.0 0.1
H -3.4028 1.8422 -2.1035 0.1 0.0 -0.1
C -5.4140 2.0701 -1.3124 0.1 0.1 0.0
H -6.2024 1.3717 -1.0281 0.0 0.0 -0.1
H -5.8509 2.8202 -1.9746 0.0 -0.1 0.0
C -4.8590 2.7795 -0.0711 -0.2 -0.1 -0.1
C -4.0915 1.8587 0.8364 0.0 0.2 0.1
C -4.7161 0.7782 1.4491 0.0 0.1 0.1
C -3.9997 -0.0842 2.2582 -0.1 0.0 0.1
C -2.6505 0.1303 2.4852 0.1 0.0 0.1
C -2.0231 1.2145 1.8980 0.1 0.0 0.0
C -2.7387 2.0661 1.0733 0.0 0.1 0.0
H -2.2389 2.9091 0.6136 0.0 0.1 0.0
H -0.9745 1.4011 2.0817 0.1 0.0 0.0
H -2.0934 -0.5461 3.1163 0.1 -0.1 0.0
H -4.4947 -0.9284 2.7138 0.0 -0.1 0.0
H -5.7689 0.6058 1.2838 -0.1 0.0 -0.1
H -5.6962 3.2167 0.4796 0.0 0.1 0.0
H -4.2069 3.5974 -0.3883 0.0 0.0 0.0
H -4.6782 1.0994 -3.0860 0.1 0.0 0.0
H -2.1568 0.3458 -1.1993 -0.2 0.0 0.0
C 0.6412 -1.1268 -1.5042 0.1 0.1 0.1
C 2.0739 -0.5709 -1.5014 -0.1 -0.1 -0.1
H 2.3441 -0.2362 -2.5044 0.1 0.0 0.0
H 2.7868 -1.3588 -1.2099 0.0 0.0 -0.1
H 0.6634 -2.2106 -1.6247 -0.1 0.0 0.0
H 0.0689 -0.7066 -2.3330 0.0 0.0 0.0
H -0.3990 0.2460 -0.1863 0.0 -0.2 0.0
H 1.7902 1.0327 1.3725 0.0 0.0 0.1
H 3.0085 -0.2424 1.1608 -0.1 0.0 0.0
H 3.1646 1.8268 -1.8746 0.0 0.1 0.1
H 3.1472 2.3114 -0.1672 0.0 0.0 -0.1
H 5.2370 1.2856 1.4415 0.0 0.1 0.2
H 7.2620 -0.3350 2.0745 0.0 -0.1 -0.1
H 8.1314 -1.0167 0.6757 -0.2 0.1 0.1
```
Positions in Å, forces in eV/Å.

Calculated values
Molar mass, g mol⁻¹: 420.561
Energy above the lowest of the compared OMol25 structures with the same formula, charge and spin, kJ/mol: 124.3
Charge: 0
Kohn-Sham gap, eV: 8.7
SMILES: CCn1cc(CN2CCC(n3nccc3NC(=O)CCCc3ccccc3)CC2)cn1

2.
Here is a gas-phase ion, C4H12N4 (charge +2) in a non-equilibrium geometry from the OMol25 dataset. Energies are from ωB97M-V/def2-TZVPD.

Geometry as XYZ:
```
20
Properties=species:S:1:pos:R:3:forces:R:3
C -0.9979 0.5664 0.1356 -4.3 0.3 2.4
C 3.5861 0.2214 0.5223 1.2 4.5 -2.6
C -3.4502 0.5725 0.2494 -0.3 -0.6 2.2
C 2.8309 0.0822 -0.7318 -2.4 -3.5 -0.8
N 0.2212 0.4196 -0.2191 4.8 -2.2 -2.3
N -2.1218 -0.1528 0.0761 -0.3 0.8 -0.3
N -2.2421 -1.3853 -0.4210 3.5 1.4 0.1
N 1.1795 -0.3811 -0.1745 0.6 1.7 1.1
H -1.0952 1.5129 0.6470 -0.6 0.5 -0.3
H 3.1710 1.1576 0.9827 1.3 -0.7 0.1
H 3.4417 -0.5729 1.1115 -0.3 -3.2 2.4
H 4.7109 0.2378 0.2162 -1.8 0.4 0.7
H -3.3703 1.4017 0.9348 0.7 0.3 0.3
H -3.8290 0.9956 -0.6421 -0.1 -0.1 -1.4
H -4.2075 -0.0638 0.7675 0.8 -0.1 -0.8
H 2.9833 -0.8637 -1.3192 0.3 0.9 0.5
H 2.4331 0.8134 -1.3828 0.5 1.5 -0.4
H -1.4179 -1.7389 -0.8995 -0.6 -0.4 0.1
H -3.1218 -1.7742 -0.4706 -2.2 -0.9 -0.4
H 1.2962 -1.0485 0.6174 -1.0 -0.4 -0.5
```
Positions in Å, forces in eV/Å.

Calculated values
Molar mass, g mol⁻¹: 116.168
Energy above the lowest of the compared OMol25 structures with the same formula, charge and spin, kJ/mol: 586.6
Charge: +2
Kohn-Sham gap (spin up / spin down), eV: 7.6 / 7.0

3.
Here is C5H12N2 in the gas phase in a non-equilibrium geometry from the OMol25 dataset. Energies are from ωB97M-V/def2-TZVPD.

Geometry as XYZ:
```
19
Properties=species:S:1:pos:R:3:forces:R:3
N -0.4835 1.2883 -0.4107 -0.4 -1.2 0.9
C -1.7980 0.6567 -0.7509 1.9 1.2 0.1
C -2.0793 -0.2894 0.3780 0.2 -1.0 0.6
C -0.6971 -0.9799 0.5615 1.1 1.3 -0.3
C 0.3471 0.2715 0.2857 -1.7 -0.5 2.6
C 1.6630 -0.0871 -0.3933 -0.3 0.4 0.7
N 2.6588 -0.6821 0.4916 0.2 -1.6 0.1
H -0.1227 1.8132 -1.1906 0.6 -0.3 0.0
H -2.3751 1.5493 -0.9354 -1.2 -0.4 -0.2
H -1.6018 0.0500 -1.6275 -0.7 -0.1 -0.6
H -2.8852 -0.9907 0.1463 0.2 -0.1 -0.2
H -2.3561 0.1242 1.3599 0.1 0.5 -0.5
H -0.5891 -1.4157 1.5631 0.1 0.4 -0.1
H -0.4228 -1.7967 -0.1055 -0.6 0.0 -0.5
H 0.4736 0.6073 1.3673 0.7 0.0 -1.4
H 1.3405 -0.7123 -1.2443 0.8 0.4 -0.2
H 2.1632 0.8492 -0.6098 -0.5 0.4 -1.1
H 2.7961 -1.6782 0.3077 -0.5 0.2 0.3
H 3.5890 -0.3215 0.3299 -0.1 0.4 -0.1
```
Positions in Å, forces in eV/Å.

Calculated values
Molar mass, g mol⁻¹: 100.165
Energy above the lowest of the compared OMol25 structures with the same formula, charge and spin, kJ/mol: 140.0
Charge: 0
Kohn-Sham gap, eV: 9.2
SMILES: NC[C@@H]1CCCN1

4.
Here is C6H9N in the gas phase in a non-equilibrium geometry from the OMol25 dataset. Energies are from ωB97M-V/def2-TZVPD.

Geometry as XYZ:
```
16
Properties=species:S:1:pos:R:3:forces:R:3
C -1.5761 1.6446 1.2317 -0.3 0.2 0.1
C -0.6883 0.7480 0.4413 -0.1 0.0 0.2
C 0.5055 0.7591 -0.2422 0.0 0.0 0.3
C 0.8110 -0.5998 -0.5712 -0.2 -0.1 0.0
C 2.0449 -1.0802 -1.3003 0.0 0.0 0.0
C -0.2363 -1.3733 -0.1087 0.0 -0.1 -0.2
N -1.1457 -0.5291 0.4957 0.1 0.1 0.0
H -1.3405 1.6063 2.3015 0.3 0.2 -0.1
H -1.5541 2.6830 0.8943 -0.3 -0.2 0.1
H -2.5829 1.1641 1.1760 0.3 1.1 -0.1
H 1.1162 1.6221 -0.4859 -0.1 -0.2 0.2
H 1.7875 -1.7651 -2.1157 0.0 0.1 0.1
H 2.7489 -1.6089 -0.6439 -0.2 0.1 0.0
H 2.5971 -0.2427 -1.7444 -0.2 -0.1 0.1
H -0.4039 -2.4341 -0.2248 -0.1 0.1 0.1
H -2.0833 -0.5938 0.8968 0.8 -1.2 -0.4
```
Positions in Å, forces in eV/Å.

Calculated values
Molar mass, g mol⁻¹: 95.145
Energy above the lowest of the compared OMol25 structures with the same formula, charge and spin, kJ/mol: 50.3
Charge: 0
Kohn-Sham gap, eV: 8.8
SMILES: Cc1c[nH]c(C)c1

5.
Here is C4H8O3 in the gas phase from the OMol25 dataset. Energies are from ωB97M-V/def2-TZVPD.

Geometry as XYZ:
```
15
Properties=species:S:1:pos:R:3:forces:R:3
C -2.8069 -0.2070 -0.0799 -0.2 -0.1 -0.1
O -1.5816 0.0837 0.5923 0.1 0.0 0.0
C -0.4738 -0.0182 -0.1623 0.1 -0.1 -0.3
O -0.4876 -0.3703 -1.3174 0.0 0.1 0.5
C 0.7424 0.4153 0.6279 0.0 0.0 0.0
C 2.0470 0.2843 -0.1405 -0.2 0.4 0.0
O 2.5967 -0.9878 0.1549 0.3 -0.1 -0.2
H -2.8235 -1.2415 -0.4318 0.0 0.1 0.1
H -3.5928 -0.0413 0.6571 0.1 0.0 -0.1
H -2.9416 0.4590 -0.9366 0.0 -0.1 0.1
H 0.5639 1.4476 0.9506 0.0 -0.1 -0.1
H 0.8030 -0.1890 1.5401 0.0 0.1 -0.1
H 1.8453 0.3901 -1.2146 0.1 0.0 0.2
H 2.7358 1.0869 0.1648 -0.1 -0.2 0.0
H 3.3737 -1.1117 -0.4049 -0.2 -0.1 0.1
```
Positions in Å, forces in eV/Å.

Calculated values
Molar mass, g mol⁻¹: 104.105
Energy above the lowest of the compared OMol25 structures with the same formula, charge and spin, kJ/mol: 88.9
Charge: 0
Kohn-Sham gap, eV: 11.3
SMILES: COC(=O)CCO

6.
Here is a molecular structure, C39H40N6O5PS3Y from the OMol25 dataset. Energies are from ωB97M-V/def2-TZVPD.

Geometry as XYZ:
```
95
Properties=species:S:1:pos:R:3:forces:R:3
Y -0.2464 0.2578 1.0219 -0.4 0.4 0.0
S -3.8359 2.2248 7.7330 0.1 0.1 0.0
N -2.8018 1.0212 7.3920 -0.1 0.0 -0.1
C -2.5023 1.1207 6.1100 0.0 0.0 0.1
C -1.6140 0.2332 5.3777 0.2 -0.1 0.1
C -1.0336 -0.8625 5.9207 -0.1 0.1 0.1
C -0.1765 -1.6670 5.1036 0.1 -0.1 0.1
C 0.0475 -1.2860 3.8230 0.1 -0.2 0.0
N -0.4989 -0.2019 3.2089 0.0 0.1 0.0
C -1.3831 0.5797 3.9914 -0.2 0.1 -0.2
C -2.0202 1.6095 3.3662 0.1 -0.3 0.2
N -1.7495 1.7867 1.9859 0.1 0.0 0.0
C -2.5026 2.7285 1.3649 -0.1 0.1 -0.2
C -3.3918 3.5694 1.9544 0.0 0.1 -0.1
C -3.6091 3.4552 3.3667 0.0 0.0 0.2
C -2.9517 2.4864 4.0449 -0.1 0.2 -0.1
C -3.1473 2.2241 5.4631 0.0 0.0 0.1
N -3.9169 2.9280 6.2722 0.0 -0.1 0.0
H -1.2254 -1.1169 6.9549 0.0 0.0 0.0
H 0.3114 -2.5483 5.4945 0.0 0.0 0.0
H 0.7171 -1.8844 3.2145 0.0 0.0 0.0
H -2.3742 2.7885 0.2894 0.0 0.0 0.0
H -3.9386 4.2840 1.3549 0.0 0.0 0.0
H -4.3064 4.0999 3.8856 0.0 0.0 0.0
C 1.2744 2.9150 1.8566 0.0 0.0 0.0
O 0.8611 2.3781 0.5898 0.4 0.0 0.1
C 0.3036 3.3782 -0.2455 -0.1 0.0 0.0
C -0.2455 2.7201 -1.4936 0.1 0.0 0.0
O -0.9776 1.5373 -1.1530 0.0 0.1 0.0
C -2.1096 1.3552 -1.9995 0.0 0.0 0.0
H 2.0502 3.6681 1.6971 0.0 0.0 0.0
H 1.6780 2.0919 2.4425 0.0 0.0 0.0
H 0.4151 3.3451 2.3735 0.0 0.0 0.0
H 1.0805 4.0962 -0.5314 0.0 0.0 0.0
H -0.4814 3.9061 0.3008 0.0 0.0 0.0
H 0.5594 2.4534 -2.1813 0.0 0.0 0.0
H -0.9056 3.4326 -1.9947 0.0 0.0 0.0
H -2.8049 2.1904 -1.8864 0.0 0.0 0.0
H -2.6062 0.4421 -1.6878 0.0 0.0 0.0
H -1.7997 1.2851 -3.0460 0.0 0.0 0.0
O 3.2251 -2.1511 2.4311 0.0 0.0 0.1
S 2.7057 -1.4946 1.2794 0.0 -0.1 -0.2
O 1.7613 -2.3934 0.4803 0.1 -0.2 0.1
O 2.0822 -0.1920 1.4812 0.0 0.0 0.0
C 4.0152 -1.3300 0.0999 0.0 0.0 0.1
C 5.2580 -1.8230 0.4653 0.0 0.0 0.1
C 6.3053 -1.7913 -0.4392 0.0 0.0 -0.1
C 6.0964 -1.2752 -1.7081 0.0 0.0 0.0
C 4.8499 -0.7782 -2.0589 0.0 0.0 0.0
C 3.7810 -0.7910 -1.1646 0.1 0.1 -0.2
P 2.1589 -0.0599 -1.6515 -0.1 0.0 0.2
C 1.4904 -1.2961 -2.8137 0.0 0.0 0.0
C 0.3372 -0.9532 -3.5246 0.0 0.0 0.0
C -0.3436 -1.8996 -4.2738 0.0 0.0 0.0
C 0.1093 -3.2143 -4.3061 0.0 0.0 0.0
C 1.2474 -3.5661 -3.5964 0.0 0.0 0.0
C 1.9371 -2.6136 -2.8556 0.0 0.0 0.0
C 2.7717 1.3106 -2.6966 0.0 -0.1 -0.1
C 2.7581 1.3294 -4.0874 0.0 0.0 0.0
C 3.2245 2.4424 -4.7777 0.0 0.0 0.0
C 3.7158 3.5386 -4.0848 0.0 0.0 0.0
C 3.7357 3.5255 -2.6950 0.0 0.0 0.0
C 3.2564 2.4238 -2.0060 0.0 0.0 0.0
H 5.3879 -2.2365 1.4562 0.0 0.0 0.0
H 7.2755 -2.1741 -0.1524 0.0 0.0 0.0
H 6.9035 -1.2533 -2.4289 0.0 0.0 0.0
H 4.7067 -0.3640 -3.0493 0.0 0.0 0.0
H -0.0295 0.0668 -3.4841 0.0 0.0 0.0
H -1.2285 -1.6144 -4.8297 0.0 0.0 0.0
H -0.4221 -3.9580 -4.8860 0.0 0.0 0.0
H 1.6027 -4.5884 -3.6139 0.0 0.0 0.0
H 2.8132 -2.9047 -2.2896 0.0 0.0 0.0
H 2.3856 0.4728 -4.6365 0.0 0.0 0.0
H 3.2093 2.4478 -5.8601 0.0 0.0 0.0
H 4.0817 4.4027 -4.6239 0.0 0.0 0.0
H 4.1201 4.3782 -2.1497 0.0 0.0 0.0
H 3.2520 2.4168 -0.9200 0.0 0.0 0.0
C 0.2415 -2.1352 0.4055 0.3 -0.2 -0.2
H -0.1588 -2.8709 1.1097 -0.1 0.0 0.0
H 0.0987 -2.5697 -0.5870 -0.1 0.0 0.0
C -5.3662 -2.6264 0.8090 0.0 0.0 0.0
N -4.3404 -2.6858 -0.2055 0.1 0.0 -0.1
C -4.2604 -3.8104 -1.1299 0.0 0.0 0.0
C -3.0053 -3.4955 -1.9631 0.0 0.0 0.0
N -2.4262 -2.3904 -1.2169 0.0 0.1 0.0
C -3.2226 -1.9361 -0.2338 -0.1 0.0 0.1
S -2.9077 -0.6254 0.7824 -0.2 -0.2 -0.2
H -6.3512 -2.6168 0.3408 0.0 0.0 0.0
H -5.2335 -1.7180 1.3897 0.0 0.0 0.0
H -5.2997 -3.4880 1.4786 0.0 0.0 0.0
H -5.1623 -3.8713 -1.7397 0.0 0.0 0.0
H -4.1596 -4.7484 -0.5767 0.0 0.0 0.0
H -3.2541 -3.1950 -2.9826 0.0 0.0 0.0
H -2.3199 -4.3407 -2.0104 0.0 0.0 0.0
H -1.5510 -1.9410 -1.4351 -0.1 -0.1 0.0
```
Positions in Å, forces in eV/Å.

Calculated values
Molar mass, g mol⁻¹: 888.867
Energy above the lowest of the compared OMol25 structures with the same formula, charge and spin, kJ/mol: 322.0
Charge: 0
Kohn-Sham gap, eV: 3.9